#w
# C5H15N2O

An isolated ion of composition C5H15N2O and charge +1 (ωB97M-V with the def2-TZVPD basis set, the Open Molecules 2025 dataset).

Positions of all 23 atoms, in Å:
C1 -0.66333 -2.82798 -0.80581
N1 -1.06643 -1.86913 0.20998
C2 0.05444 -0.87261 0.51627
C3 0.01735 0.25100 -0.41944
N2 1.43338 0.31468 -1.00984
C4 -0.31487 1.67849 0.16425
C5 -0.33365 1.88569 1.66632
O1 0.70978 2.47314 -0.50711
H1 -1.08098 -3.90167 -0.66443
H2 -1.11215 -2.34799 -1.80990
H3 0.39052 -2.81022 -0.97987
H4 -1.71124 -2.11283 0.99973
H5 0.04291 -0.52684 1.54230
H6 1.04067 -1.40073 0.52587
H7 -0.71079 -0.11074 -1.32102
H8 2.13969 0.45081 -0.32711
H9 1.62295 1.06398 -1.76181
H10 1.49381 -0.74956 -1.46743
H11 -1.31146 1.87050 -0.29719
H12 -0.23050 0.93264 2.19497
H13 -1.35829 2.45033 1.83715
H14 0.49153 2.68213 1.98273
H15 0.45665 3.47689 -0.26860

Properties
Molar mass ... 119.2 g/mol
LUMO ... -3.4 eV
Total charge ... +1

#x
# C5H15N2O

A 2-piece molecular cluster, C5H15N2O overall (ωB97M-V with the def2-TZVPD basis set, the Open Molecules 2025 dataset).

Positions of all 23 atoms, in Å:
C1 0.34268 -1.12717 -2.60304
C2 0.49825 -0.44362 -1.28735
C3 0.45440 1.15210 -1.24695
C4 0.91438 1.68927 0.09863
C5 -0.51690 1.97514 2.05618
N1 -0.08352 1.30828 1.08765
N2 -0.48650 -1.01323 -0.25587
H1 0.70055 -2.19747 -2.60295
H2 1.00546 -0.74766 -3.37782
H3 -0.70442 -1.23869 -2.97852
H4 1.52969 -0.44866 -0.96696
H5 1.15426 1.39819 -2.09939
H6 -0.56244 1.49026 -1.41147
H7 1.92032 1.38189 0.45509
H8 0.88108 2.76742 0.08163
H9 -1.19910 1.46625 2.74837
H10 -0.32661 3.02525 2.31942
H11 -0.68432 -2.00241 -0.40412
H12 -1.31306 -0.43171 -0.39670
H13 -0.21156 -0.83667 0.72056
H14 -0.81126 -2.22160 2.82656
H15 -1.68596 -2.66516 1.62194
O1 -0.77807 -2.60025 1.94081

Properties
Molar mass ... 119.2 g/mol
LUMO ... -3.0 eV
Total charge ... +1

#y
# C5H15N2O

A 2-piece molecular cluster, C5H15N2O overall (ωB97M-V with the def2-TZVPD basis set, the Open Molecules 2025 dataset).

Positions of all 23 atoms, in Å:
C1 -2.33207 -0.22817 -1.34709
C2 -1.45997 -1.26682 -0.63123
C3 -1.28009 -1.12818 0.88157
C4 0.06842 -0.51471 1.28985
C5 0.31647 0.70470 0.80464
N1 1.60839 1.41004 0.84879
N2 0.94271 -1.19939 2.12434
H1 -3.36822 -0.53824 -1.23385
H2 -2.20010 -0.26235 -2.45112
H3 -2.04722 0.79333 -1.14838
H4 -1.78829 -2.26344 -0.92792
H5 -0.48380 -1.51101 -1.09296
H6 -1.58980 -2.01429 1.44724
H7 -2.06099 -0.46810 1.28232
H8 -0.35102 1.03817 0.02158
H9 2.43158 0.91738 1.17758
H10 1.71338 1.71747 -0.12696
H11 1.53207 2.22645 1.45976
H12 1.87812 -1.20552 1.75589
H13 0.55300 -1.93265 2.67542
H14 2.17651 1.48817 -2.78721
H15 3.21191 2.46494 -2.06450
O1 2.52904 1.77220 -1.95774

Properties
Molar mass ... 119.2 g/mol
LUMO ... -3.2 eV
Total charge ... +1

Which of them is the most stable? Correct choice: #x.